[1]
Entry from the Open Molecules 2025 dataset: a structure of composition C28H32F12N4O5W (wB97M-V/def2-TZVPD).

```
! wB97M-V def2-TZVPD RIJCOSX def2/J DEFGRID3
* xyz 2 1
W 0.975 0.230 0.169
N 0.703 2.369 -0.625
C 1.461 2.657 -1.864
C 1.342 1.426 -2.723
N 1.869 0.283 -1.928
C 3.360 0.217 -2.082
C 3.866 -1.051 -1.454
N 3.486 -1.006 -0.039
H 1.049 2.946 0.138
H -0.272 2.620 -0.773
H 1.055 3.535 -2.365
H 2.495 2.864 -1.598
H 0.301 1.222 -2.963
H 1.898 1.524 -3.655
H 1.500 -0.574 -2.345
H 3.598 0.259 -3.146
H 3.792 1.088 -1.590
H 3.411 -1.919 -1.930
H 4.944 -1.133 -1.600
H 3.339 -1.936 0.335
H 4.254 -0.597 0.485
C -3.845 -4.686 -2.317
C -3.048 -3.476 -1.934
C -3.484 -2.186 -2.186
C -2.747 -1.083 -1.799
C -1.504 -1.183 -1.158
N -0.794 0.043 -0.745
C -1.686 1.186 -0.731
C -2.090 1.787 -1.919
C -2.968 2.858 -1.920
C -3.474 3.359 -0.726
C -4.472 4.479 -0.698
C -3.009 2.800 0.461
C -2.095 1.750 0.481
C -1.441 1.290 1.777
O -0.093 0.911 1.564
C -1.290 2.445 2.815
F -0.562 2.043 3.854
F -0.631 3.455 2.221
F -2.444 2.901 3.279
C -2.207 0.095 2.408
F -3.427 0.469 2.761
F -1.566 -0.384 3.473
F -2.314 -0.897 1.515
C -1.080 -2.494 -0.878
C -1.840 -3.592 -1.267
C 0.208 -2.778 -0.157
O 0.915 -1.595 0.024
C 0.024 -3.404 1.275
F 1.086 -4.121 1.634
F -0.106 -2.402 2.164
F -1.052 -4.164 1.353
C 1.148 -3.664 -1.031
F 2.396 -3.686 -0.545
F 0.724 -4.909 -1.139
F 1.222 -3.116 -2.259
H -4.642 -4.431 -3.012
H -4.300 -5.136 -1.433
H -3.212 -5.443 -2.780
H -4.432 -2.024 -2.682
H -3.202 -0.133 -1.993
H -1.749 1.381 -2.863
H -3.275 3.294 -2.862
H -4.594 4.929 -1.682
H -4.170 5.257 0.002
H -5.446 4.109 -0.374
H -3.367 3.222 1.388
H -1.489 -4.585 -1.027
C 2.397 1.268 3.830
C 2.977 0.358 2.756
C 4.089 -0.519 3.293
O 1.941 -0.480 2.152
C 3.425 1.229 1.593
O 4.513 1.689 1.457
O 2.435 1.448 0.688
H 1.909 0.672 4.604
H 1.681 1.974 3.418
H 3.210 1.823 4.297
H 3.761 -1.027 4.200
H 4.948 0.104 3.537
H 4.401 -1.273 2.571
H 1.313 -0.786 2.825
*
```

Values from the calculation:
- Gap between HOMO and LUMO: 6.57 eV
- HOMO energy: -14.16 eV
- Energy relative to the best compared isomer or geometry (same formula, charge and spin): 2.0 kcal per mole

---

[2]
Entry from the Open Molecules 2025 dataset: a cluster of 4 separate species, C28H32F24IN3O8P in total at a distorted geometry (wB97M-V/def2-TZVPD).

```
! wB97M-V def2-TZVPD RIJCOSX def2/J DEFGRID3
* xyz 1 1
C 4.558 2.051 -1.171
C 4.783 0.669 -1.977
O 5.898 0.489 -2.512
N 3.659 -0.288 -1.967
C 4.040 -1.637 -2.464
C 4.616 -1.991 -3.906
O 3.848 -2.602 -1.672
C 2.455 0.231 -2.636
C 2.410 0.545 -4.158
C 1.048 1.045 -4.735
C 1.008 1.368 -6.301
P 1.711 3.093 -6.686
O 2.072 3.182 -8.170
O 0.431 4.198 -6.333
O 3.059 3.426 -5.676
C -0.154 1.168 -3.755
C -1.558 1.645 -4.406
C -2.441 0.289 -4.572
C -3.985 0.468 -4.160
I -2.300 -0.608 -6.558
N -0.067 0.885 -2.340
N -1.113 1.012 -1.442
C 1.193 0.418 -1.771
H 4.630 1.773 -0.057
H 5.407 2.783 -1.444
H 3.532 2.493 -1.427
H 4.763 -1.086 -4.590
H 5.676 -2.419 -3.731
H 4.013 -2.811 -4.432
H 3.296 0.431 -4.861
H -0.029 1.326 -6.769
H 1.681 0.575 -6.805
H 0.051 3.860 -5.490
H 2.672 3.381 -4.761
H -1.407 2.149 -5.422
H -2.128 2.369 -3.713
H -1.992 -0.488 -3.843
H -4.347 -0.573 -3.810
H -4.600 0.716 -5.088
H -4.163 1.173 -3.278
H -1.081 1.914 -0.947
H -2.023 0.832 -1.885
H 1.223 0.174 -0.646
C -3.091 -1.035 2.691
C -2.940 0.202 1.780
C -3.268 1.553 2.418
F -4.536 1.637 2.856
F -3.112 2.555 1.508
F -3.664 0.004 0.648
F -1.632 0.244 1.382
O -4.315 -1.778 2.600
C -5.421 -1.306 3.344
C -6.571 -0.819 2.453
F -6.175 0.150 1.599
F -7.572 -0.298 3.204
F -5.004 -0.377 4.225
F -5.845 -2.353 4.084
H -2.329 -1.746 2.360
H -2.829 -0.816 3.731
H -2.597 1.761 3.256
H -6.979 -1.642 1.861
C 4.636 -7.419 -0.830
C 4.693 -7.924 0.627
C 3.453 -8.662 1.138
F 2.339 -7.906 1.112
F 3.628 -9.035 2.431
F 5.014 -6.886 1.438
F 5.745 -8.792 0.701
O 4.269 -6.045 -1.041
C 2.892 -5.733 -1.059
C 2.466 -4.848 0.121
F 2.769 -5.409 1.308
F 1.121 -4.644 0.113
F 2.180 -6.873 -1.149
F 2.678 -5.073 -2.224
H 5.661 -7.474 -1.207
H 4.068 -8.091 -1.479
H 3.271 -9.568 0.554
H 2.958 -3.874 0.074
C -3.314 4.395 6.754
C -3.155 5.818 7.330
C -2.873 6.931 6.319
F -1.731 6.743 5.628
F -2.739 8.122 6.956
F -2.213 5.792 8.304
F -4.329 6.122 7.956
O -2.162 3.534 6.786
C -1.218 3.666 5.744
C 0.139 4.188 6.232
F 0.028 5.370 6.867
F 0.983 4.378 5.186
F -1.748 4.412 4.754
F -1.060 2.423 5.226
H -4.035 3.888 7.401
H -3.786 4.399 5.767
H -3.697 7.029 5.607
H 0.602 3.478 6.922
*
```

Values from the calculation:
- Gap between HOMO and LUMO: 7.55 eV
- HOMO energy: -12.86 eV

---

[3]
Entry from the Open Molecules 2025 dataset: a structure of composition C28H32FIrN6O6S at a distorted geometry (wB97M-V/def2-TZVPD).

```
! wB97M-V def2-TZVPD RIJCOSX def2/J DEFGRID3
* xyz 2 1
Ir -0.163 -0.334 0.127
F -1.309 6.430 1.446
C -1.067 5.509 2.403
C -0.775 4.238 1.991
C -0.564 3.210 2.917
C -0.342 1.846 2.439
O -0.281 1.651 1.207
C -0.255 0.872 3.484
C -0.269 1.269 4.795
N -0.385 2.534 5.210
C -0.316 2.814 6.619
C 0.865 3.581 7.145
C 0.721 2.123 7.452
C -0.600 3.532 4.287
C -0.873 4.845 4.685
C -1.153 5.858 3.772
N -1.461 7.136 4.209
C -2.215 7.374 5.420
C -1.459 8.415 6.265
N -0.751 9.354 5.349
C -1.537 9.570 4.109
C -1.529 8.268 3.297
C -0.145 -0.644 3.289
O -0.049 -1.323 4.288
O -0.188 -1.111 2.105
H -0.731 4.017 0.936
H -0.188 0.505 5.557
H -1.291 2.981 7.066
H 0.705 4.302 7.931
H 1.626 3.867 6.432
H 0.439 1.827 8.449
H 1.406 1.437 6.977
H -0.868 5.061 5.741
H -2.351 6.460 5.993
H -3.218 7.743 5.167
H -0.718 7.933 6.905
H -2.157 8.976 6.887
H 0.152 8.944 5.081
H -0.564 10.245 5.824
H -1.094 10.371 3.515
H -2.548 9.868 4.390
H -0.650 8.249 2.650
H -2.423 8.246 2.660
C 0.919 -5.386 -0.465
C 0.583 -5.401 -1.951
C 0.798 -4.045 -2.651
C 0.449 -4.137 -4.154
C 0.620 -2.817 -4.896
C 2.259 -3.648 -2.546
O 3.150 -4.366 -2.892
N 2.522 -2.378 -2.043
C 1.583 -1.583 -1.486
O 1.879 -0.521 -0.907
N 0.281 -1.906 -1.517
C -0.223 -3.040 -2.037
O -1.398 -3.304 -2.066
H 0.733 -6.373 -0.047
H 0.301 -4.669 0.074
H 1.967 -5.145 -0.292
H -0.454 -5.709 -2.095
H 1.232 -6.127 -2.447
H -0.577 -4.493 -4.250
H 1.116 -4.880 -4.599
H -0.020 -2.042 -4.474
H 0.346 -2.949 -5.940
H 1.652 -2.470 -4.865
H 3.495 -2.088 -1.966
S -4.615 -1.151 -1.188
C -4.483 -0.514 0.400
C -3.203 -0.155 0.662
N -2.341 -0.372 -0.371
C -2.949 -0.883 -1.407
H -5.332 -0.443 1.050
H -2.837 0.267 1.581
H -2.450 -1.146 -2.318
*
```

Values from the calculation:
- Gap between HOMO and LUMO (spin up / spin down): 6.88 / 6.89 eV
- HOMO energy (spin up / spin down): -13.73 / -13.73 eV
- Energy relative to the best compared isomer or geometry (same formula, charge and spin): 59.8 kcal per mole

---

The records above yield DFT total energy values of -2946.534090; -4887.784141; -2467.995903 hartree, respectively.